C45H41Br5N5O4PbSe2 as an isolated structure, computed with ωB97M-V/def2-TZVPD.

```
103
C45H41Br5N5O4PbSe2, DFT ωB97M-V/def2-TZVPD
Pb 0.9055 0.9394 0.2803
Br 8.4782 -0.1485 1.6111
C 6.7352 0.5101 1.9831
C 5.9652 1.0244 0.9571
C 4.6906 1.4941 1.2383
C 4.1954 1.4465 2.5393
C 4.9860 0.9111 3.5582
C 6.2593 0.4461 3.2837
N 2.8728 1.9151 2.7103
C 2.3240 2.0036 3.8479
C 0.9133 2.4281 3.9744
C 0.4138 2.8347 5.2092
C -0.9017 3.2629 5.2865
C -1.6711 3.2652 4.1341
C -1.0904 2.8242 2.9508
N 0.1633 2.4067 2.8712
H 6.3371 1.0486 -0.0575
H 4.0670 1.8661 0.4344
H 4.6159 0.8354 4.5713
H 6.8746 0.0266 4.0677
H 2.8286 1.7794 4.7940
H 1.0517 2.8197 6.0836
H -1.3178 3.5909 6.2303
H -2.7008 3.5950 4.1430
H -1.6504 2.8025 2.0210
O 5.3207 -5.7309 -1.0950
C 3.9659 -6.0753 -1.3480
C 3.0759 -4.8446 -1.1526
C 1.6353 -5.2068 -1.5567
O 1.1515 -6.4067 -0.9580
C 3.1134 -4.4108 0.3123
Se 2.4351 -2.5726 0.5347
C 3.5953 -3.6935 -2.0155
Se 2.4419 -2.1300 -1.7886
H 5.8666 -6.5082 -1.2352
H 3.6459 -6.8694 -0.6635
H 3.8504 -6.4346 -2.3817
H 1.5607 -5.2628 -2.6500
H 0.9623 -4.4204 -1.2196
H 1.5631 -7.1584 -1.3929
H 4.1362 -4.4276 0.6828
H 2.4908 -5.0710 0.9171
H 3.5760 -3.9498 -3.0776
H 4.6146 -3.4435 -1.7300
C -5.9985 -1.7469 -0.5529
C -6.0930 -0.3668 0.0317
C -7.3010 0.1419 0.4823
C -7.4015 1.4184 1.0180
C -6.2605 2.1952 1.1193
C -5.0354 1.7078 0.6895
C -4.9426 0.4340 0.1317
N -3.7399 -0.1154 -0.3383
C -2.4900 0.5275 -0.3084
N -2.5049 1.7346 -0.9186
C -1.5533 2.7845 -1.0615
C -0.2646 2.7635 -0.5277
C 0.5231 3.8965 -0.7515
C 0.0801 4.9849 -1.4832
C -1.1945 4.9575 -2.0253
C -2.0286 3.8692 -1.8271
C -3.3885 3.8532 -2.4787
N -1.4564 -0.0231 0.2093
C -1.5032 -1.3334 0.7265
C -1.4525 -1.5178 2.1053
C -1.3865 -2.7917 2.6449
C -1.3540 -3.8936 1.8041
C -1.3819 -3.7091 0.4303
C -1.4467 -2.4400 -0.1382
C -1.3918 -2.2524 -1.6281
H -6.9846 -2.2025 -0.6235
H -5.3749 -2.4058 0.0600
H -5.5553 -1.7225 -1.5509
H -8.1864 -0.4782 0.4004
H -8.3586 1.7973 1.3511
H -6.3132 3.1909 1.5409
H -4.1502 2.3196 0.7870
H -3.6525 -1.1081 -0.1751
H -3.3608 1.8938 -1.4211
H 1.5462 3.9001 -0.3889
H 0.7358 5.8272 -1.6667
H -1.5472 5.7828 -2.6339
H -3.5515 4.7805 -3.0256
H -4.2038 3.7558 -1.7530
H -3.4768 3.0330 -3.1989
H -1.4509 -0.6414 2.7427
H -1.3438 -2.9208 3.7189
H -1.2815 -4.8931 2.2132
H -1.3161 -4.5702 -0.2258
H -1.0674 -3.1746 -2.1109
H -0.7038 -1.4482 -1.8980
H -2.3698 -1.9899 -2.0451
Br 0.1331 2.6132 -6.5597
C 0.9741 2.2811 -4.8960
C 2.1319 2.9455 -4.5427
Br 2.9364 4.1839 -5.7285
C 2.7128 2.6961 -3.2913
Br 4.2397 3.6494 -2.6911
C 2.1731 1.7918 -2.3830
O 2.6374 1.6090 -1.1859
C 0.9899 1.0584 -2.7722
O 0.4701 0.2254 -1.9234
C 0.4155 1.3546 -4.0041
Br -1.2278 0.4769 -4.3776
```

Computed properties:
2S+1   1
Gap between HOMO and LUMO   0.199 Ha
HOMO   -0.14082 Eh
DFT total energy   -549127.1368 eV
Total charge   -1

These are the natural (NBO) partial charges, in e, on atoms 1 to 6:
1 Pb 1.375
2 Br 0.030
3 C -0.076
4 C -0.221
5 C -0.190
6 C 0.167

C45H41CuN3O6 as an isolated structure, computed with ωB97M-V/def2-TZVPD.

```
96
C45H41CuN3O6, DFT ωB97M-V/def2-TZVPD
Cu -0.2046 0.3381 -0.4809
O 2.3214 -1.2250 -0.1045
C 2.9793 -0.3509 0.8010
C 2.7848 1.1942 0.5669
C 1.7277 1.9285 1.3711
C 2.0426 2.5759 2.5615
C 1.0311 3.2258 3.2548
C -0.2574 3.2203 2.7453
C -0.4959 2.5752 1.5328
C -1.8493 2.4617 0.9130
C -2.4597 1.0329 1.2432
O -1.5066 0.0760 1.1301
C -3.6371 0.7522 0.2859
C -4.4413 1.7326 -0.2844
C -5.4370 1.4016 -1.1987
C -5.6496 0.0785 -1.5517
C -4.8622 -0.9110 -0.9740
C -3.8664 -0.5753 -0.0705
C -2.9708 1.1205 2.7003
C -4.2031 1.6539 3.0683
C -4.5646 1.7547 4.4073
C -3.6976 1.3247 5.4030
C -2.4658 0.7898 5.0447
C -2.1119 0.6885 3.7073
N 0.4940 1.9625 0.8775
C 4.4496 -0.7312 0.5722
C 5.2443 -0.0376 -0.3381
C 6.5297 -0.4639 -0.6406
C 7.0497 -1.6011 -0.0391
C 6.2624 -2.3118 0.8560
C 4.9764 -1.8833 1.1516
C 2.5191 -0.6845 2.2180
C 3.3266 -0.4214 3.3234
C 2.8733 -0.6693 4.6095
C 1.5986 -1.1885 4.8053
C 0.7889 -1.4435 3.7087
C 1.2377 -1.1818 2.4189
H 3.7411 1.6552 0.8257
H 2.5814 1.3484 -0.4946
H 3.0566 2.5533 2.9407
H 1.2454 3.7229 4.1945
H -1.0784 3.6883 3.2738
H -2.5001 3.2702 1.2582
H -1.7418 2.5355 -0.1719
H -4.2647 2.7786 -0.0629
H -6.0077 2.1896 -1.6749
H -6.3822 -0.1758 -2.3077
H -4.9993 -1.9464 -1.2668
H -3.1999 -1.3205 0.3450
H -4.8929 1.9801 2.2989
H -5.5331 2.1655 4.6719
H -3.9820 1.4010 6.4468
H -1.7739 0.4523 5.8103
H -1.1641 0.2744 3.3935
H 4.8515 0.8368 -0.8386
H 7.1202 0.0937 -1.3580
H 8.0541 -1.9348 -0.2717
H 6.6474 -3.2116 1.3218
H 4.3651 -2.4559 1.8373
H 4.3250 -0.0239 3.1711
H 3.5140 -0.4594 5.4587
H 1.2381 -1.3869 5.8084
H -0.2150 -1.8257 3.8465
H 0.5815 -1.3270 1.5691
C -0.4244 -2.2305 -2.0142
C -1.3526 -1.2040 -2.5905
N -1.3817 0.0797 -2.3246
C -2.3601 0.6313 -3.1232
C -2.9567 -0.3631 -3.8678
N -2.3022 -1.5077 -3.5095
C -4.0852 -0.4722 -4.8633
O -4.6600 0.6046 -5.1916
O -4.3136 -1.6169 -5.2854
C -2.5692 2.1061 -3.1711
O -3.4848 2.5369 -4.0201
O -1.8681 2.8762 -2.5494
H 1.5687 -2.7987 -1.5872
H -0.5929 -3.1674 -2.5586
H -0.7225 -2.4106 -0.9773
H -2.5432 -2.3955 -3.9208
H -3.9963 1.7617 -4.4812
C 1.4629 -2.8569 -4.3167
C 1.7460 -1.6780 -3.3832
C 1.3020 -0.3824 -4.0661
C 3.2588 -1.6032 -3.1473
C 1.0913 -1.8870 -1.9836
C 1.3536 -0.7348 -1.0251
H 2.0023 -2.7294 -5.2608
H 0.4013 -2.9405 -4.5610
H 1.7863 -3.8012 -3.8654
H 1.9462 -0.1853 -4.9313
H 1.3646 0.4527 -3.3675
H 0.2740 -0.4326 -4.4292
H 3.7980 -1.5373 -4.0988
H 3.6202 -2.4785 -2.5996
H 3.4943 -0.7218 -2.5489
```

Computed properties:
2S+1   2
Gap between HOMO and LUMO (alpha / beta)   0.156 / 0.192 Ha
HOMO (alpha / beta)   -0.00287 / -0.03903 Eh
DFT total energy   -108728.4008 eV
Total charge   -2

These are the Löwdin partial charges, in e, on atoms 1 to 6:
1 Cu 0.313
2 O -0.123
3 C -0.353
4 C -0.045
5 C -0.244
6 C -0.037

C45H41P2RuSSbSe3Te as an isolated structure, computed with ωB97M-V/def2-TZVPD.

```
95
C45H41P2RuSSbSe3Te, DFT ωB97M-V/def2-TZVPD
Ru 0.2742 0.0559 -0.0721
Se -0.3873 2.3118 -0.8150
Se -0.2546 3.7047 1.0257
Te -1.7861 2.4134 2.5770
Se -0.7970 0.1752 2.1007
C 0.5072 -0.4705 -3.5495
C 1.4854 -0.4884 -2.3578
P 1.3927 -2.2208 -1.6505
C 1.5333 -2.0957 0.1635
C 2.7570 -1.9831 0.8615
C 2.8414 -2.3210 2.1889
C 1.6998 -2.7445 2.8824
C 0.4855 -2.8359 2.2405
C 0.4043 -2.5389 0.8733
C 3.0072 -2.9250 -2.1554
C 3.5932 -2.5254 -3.3571
C 4.7286 -3.1616 -3.8364
C 5.2871 -4.2153 -3.1280
C 4.7015 -4.6309 -1.9417
C 3.5665 -3.9953 -1.4602
C -0.9339 -0.1187 -3.1526
P -1.5768 -0.6610 -1.5065
C -2.3096 -2.3350 -1.7357
C -1.7926 -3.2699 -2.6340
C -2.3848 -4.5141 -2.7865
C -3.4993 -4.8580 -2.0384
C -4.0312 -3.9374 -1.1491
C -3.4501 -2.6866 -1.0062
C -3.0842 0.3592 -1.3760
C -3.6407 0.5182 -0.1083
C -4.8131 1.2364 0.0668
C -5.4366 1.8154 -1.0280
C -4.8904 1.6615 -2.2930
C -3.7240 0.9312 -2.4704
H 0.5377 -1.4517 -4.0307
H 0.8267 0.2462 -4.3093
H 1.2672 0.3783 -1.6769
H 2.5140 -0.2762 -2.6501
H 3.6454 -1.6716 0.3278
H 3.7957 -2.2792 2.6978
H 1.7840 -3.0365 3.9221
H -0.3924 -3.1864 2.7664
H -0.5040 -2.7739 0.3313
H 3.1694 -1.7111 -3.9332
H 5.1747 -2.8344 -4.7663
H 6.1706 -4.7142 -3.5025
H 5.1276 -5.4563 -1.3866
H 3.1161 -4.3395 -0.5370
H -1.6344 -0.3874 -3.9448
H -0.9955 0.9720 -3.0512
H -0.9261 -3.0308 -3.2290
H -1.9702 -5.2148 -3.4993
H -3.9576 -5.8306 -2.1575
H -4.9110 -4.1839 -0.5698
H -3.9029 -1.9850 -0.3220
H -3.1469 0.0653 0.7402
H -5.2349 1.3480 1.0579
H -6.3485 2.3829 -0.8986
H -5.3740 2.1091 -3.1510
H -3.3266 0.8235 -3.4697
S 2.3758 1.2054 0.6453
Sb 2.9041 1.7731 2.8039
C 4.3636 0.4879 3.6284
C 5.4012 0.0858 2.7935
C 6.3693 -0.7832 3.2745
C 6.2950 -1.2504 4.5809
C 5.2645 -0.8386 5.4135
C 4.2928 0.0350 4.9407
C 1.5201 2.1292 4.3579
C 1.3184 3.4505 4.7367
C 0.4809 3.7327 5.8095
C -0.1474 2.7015 6.4909
C 0.0562 1.3819 6.1056
C 0.8926 1.0903 5.0387
C 3.9177 3.6082 2.6320
C 3.7753 4.3797 1.4860
C 4.4414 5.5955 1.4007
C 5.2359 6.0281 2.4527
C 5.3747 5.2510 3.5955
C 4.7153 4.0349 3.6900
H 5.4525 0.4390 1.7692
H 7.1810 -1.0960 2.6312
H 7.0475 -1.9327 4.9524
H 5.2181 -1.1908 6.4356
H 3.5008 0.3644 5.6000
H 1.8156 4.2580 4.2129
H 0.3242 4.7601 6.1101
H -0.7995 2.9240 7.3251
H -0.4369 0.5781 6.6366
H 1.0317 0.0622 4.7291
H 3.1544 4.0312 0.6690
H 4.3399 6.2027 0.5111
H 5.7536 6.9753 2.3812
H 5.9991 5.5908 4.4111
H 4.8310 3.4255 4.5795
```

Computed properties:
2S+1   2
Gap between HOMO and LUMO (alpha / beta)   0.251 / 0.187 Ha
HOMO (alpha / beta)   -0.35752 / -0.35672 Eh
DFT total energy   -289191.1095 eV
Total charge   +1

These are the Löwdin partial charges, in e, on atoms 1 to 6:
1 Ru 0.091
2 Se 0.096
3 Se -0.090
4 Te 0.529
5 Se 0.141
6 C -0.293